No. 1
{
  "formula": "C27H27N3O3",
  "method": "ωB97M-V with the def2-TZVPD basis set",
  "species": ["C", "C", "C", "C", "C", "O", "C", "N", "C", "O", "N", "C", "C", "C", "C", "C", "C", "C", "C", "C", "C", "C", "O", "C", "C", "N", "C", "C", "C", "C", "C", "C", "C", "H", "H", "H", "H", "H", "H", "H", "H", "H", "H", "H", "H", "H", "H", "H", "H", "H", "H", "H", "H", "H", "H", "H", "H", "H", "H", "H"],
  "xyz": [[-2.1564, 0.6430, -5.0551], [-1.2007, 0.5828, -3.9167], [-1.3431, 1.0289, -2.6374], [-0.1436, 0.7149, -1.9332], [0.1566, 0.9948, -0.5504], [1.1967, 0.7106, 0.0138], [-0.9593, 1.7129, 0.2248], [-0.5181, 1.9344, 1.5748], [0.2107, 3.0757, 1.9363], [0.2973, 4.0822, 1.2819], [0.7211, 2.8235, 3.1613], [0.4878, 1.4715, 3.6196], [1.7923, 0.6621, 3.6587], [1.5331, -0.6920, 4.3026], [1.1419, -0.4947, 5.7616], [0.0253, 0.4990, 5.9171], [-0.7247, 0.5080, 7.0883], [-1.7445, 1.4191, 7.2816], [-2.0345, 2.3445, 6.2929], [-1.2996, 2.3466, 5.1238], [-0.2654, 1.4365, 4.9297], [-0.3968, 0.9282, 2.4874], [-0.9076, -0.1599, 2.4117], [0.6923, 0.0738, -2.8439], [2.0507, -0.4861, -2.6447], [0.0480, 0.0142, -4.0340], [0.5670, -0.6148, -5.2161], [0.3462, -2.1128, -5.2530], [-0.4633, -2.7588, -4.3305], [-0.6467, -4.1298, -4.4024], [-0.0266, -4.8657, -5.3960], [0.7819, -4.2254, -6.3210], [0.9674, -2.8576, -6.2486], [-1.7769, 1.2765, -5.8582], [-3.0971, 1.0616, -4.7092], [-2.3460, -0.3508, -5.4613], [-2.2058, 1.5242, -2.2409], [-1.8588, 1.0940, 0.2365], [-1.1639, 2.6840, -0.2309], [1.3438, 3.4605, 3.6266], [2.5346, 1.2195, 4.2370], [2.1629, 0.5447, 2.6383], [0.7243, -1.1897, 3.7662], [2.4258, -1.3158, 4.2339], [2.0083, -0.1302, 6.3255], [0.8441, -1.4467, 6.2057], [-0.4997, -0.2176, 7.8573], [-2.3154, 1.4059, 8.1982], [-2.8327, 3.0584, 6.4303], [-1.5229, 3.0649, 4.3478], [2.3161, -0.3962, -1.5959], [2.0827, -1.5360, -2.9370], [2.7874, 0.0582, -3.2377], [1.6408, -0.4106, -5.2832], [0.0902, -0.1630, -6.0917], [-0.9508, -2.1971, -3.5474], [-1.2766, -4.6216, -3.6763], [-0.1703, -5.9343, -5.4502], [1.2704, -4.7933, -7.0989], [1.6002, -2.3591, -6.9695]],
  "de_lowest_kcal_mol": 0.0,
  "homo_lumo_gap_ev": 8.89,
  "smiles": "Cc1cc(C(=O)CN2C(=O)N[C@]3(CCCc4ccccc43)C2=O)c(C)n1Cc1ccccc1",
  "spin_multiplicity": 1
}

No. 2
{
  "formula": "C39H38FN2O2",
  "method": "ωB97M-V with the def2-TZVPD basis set",
  "species": ["C", "O", "C", "C", "C", "C", "C", "C", "C", "C", "C", "C", "C", "O", "C", "C", "C", "C", "C", "H", "H", "H", "H", "H", "H", "H", "H", "H", "H", "H", "H", "H", "H", "H", "H", "H", "F", "C", "C", "C", "C", "C", "C", "C", "C", "C", "C", "C", "C", "C", "C", "C", "C", "C", "N", "C", "C", "C", "N", "C", "C", "H", "H", "H", "H", "H", "H", "H", "H", "H", "H", "H", "H", "H", "H", "H", "H", "H", "H", "H", "H", "H"],
  "xyz": [[-6.8332, 1.9090, 3.4211], [-6.9429, 0.6119, 4.0515], [-5.8543, 0.0325, 4.6071], [-5.9303, -1.3738, 4.8108], [-4.7677, -2.0784, 4.9420], [-3.5229, -1.4284, 4.8985], [-2.3489, -2.2567, 4.7171], [-1.0596, -1.6759, 4.7322], [0.0712, -2.3380, 4.2756], [1.3194, -1.6850, 3.9940], [2.4319, -2.4817, 3.5979], [3.6485, -1.9162, 3.3004], [3.8187, -0.5130, 3.4090], [5.0779, -0.0705, 3.1710], [5.3725, 1.3355, 3.2038], [2.7204, 0.3076, 3.7523], [1.4967, -0.2709, 4.0427], [-3.4761, -0.0225, 4.9731], [-4.6409, 0.7149, 4.8634], [-7.8096, 2.0211, 2.9495], [-6.6727, 2.6788, 4.1863], [-6.0353, 1.9518, 2.6743], [-6.8947, -1.8662, 4.7341], [-4.7870, -3.1570, 5.0934], [-2.4874, -3.1623, 4.1196], [-0.9318, -0.6567, 5.1232], [0.0303, -3.4111, 4.0588], [2.2962, -3.5607, 3.5384], [4.4998, -2.5176, 3.0055], [6.4462, 1.3786, 2.9956], [4.8180, 1.8727, 2.4215], [5.1661, 1.7767, 4.1921], [2.8497, 1.3907, 3.7927], [0.6618, 0.3759, 4.3248], [-2.5259, 0.4950, 5.1046], [-4.6037, 1.8089, 4.9085], [0.4085, 0.3641, 7.5032], [0.2929, -0.6487, 8.5217], [1.3488, -0.3721, 9.5878], [2.0551, 0.8301, 9.6354], [3.0685, 0.9841, 10.5842], [3.3651, -0.0447, 11.4795], [2.6477, -1.2444, 11.4330], [1.6358, -1.4121, 10.4783], [-1.1476, -0.5755, 9.0360], [-1.4795, -0.4719, 10.3946], [-2.8235, -0.3898, 10.7787], [-3.8390, -0.3907, 9.8205], [-3.5013, -0.4283, 8.4606], [-2.1600, -0.5050, 8.0752], [0.6483, -1.9705, 7.7582], [2.1471, -2.0259, 7.3851], [2.7553, -3.2321, 8.0921], [1.5890, -4.0881, 8.5750], [0.3573, -3.2526, 8.4661], [-0.7870, -3.9149, 7.9675], [-0.7337, -4.6814, 6.7724], [-1.8403, -4.5842, 5.9484], [-2.8308, -3.6977, 6.2133], [-3.0691, -3.3972, 7.4960], [-2.0634, -3.5495, 8.4541], [1.8151, 1.6303, 8.9264], [3.6250, 1.9201, 10.6188], [4.1553, 0.0731, 12.2264], [2.8470, -2.0651, 12.1163], [1.0643, -2.3406, 10.3868], [-0.6925, -0.4787, 11.1515], [-3.0849, -0.3403, 11.8376], [-4.8963, -0.3659, 10.1086], [-4.2832, -0.4092, 7.7006], [-1.8802, -0.5277, 7.0168], [0.0173, -1.9580, 6.8457], [2.1895, -2.1642, 6.2939], [2.6638, -1.0824, 7.6120], [3.3933, -3.8066, 7.4180], [3.3526, -2.9186, 8.9515], [1.4941, -5.0189, 7.9953], [1.6952, -4.3794, 9.6328], [0.1659, -5.2086, 6.4387], [-1.9130, -5.1328, 5.0023], [-4.0628, -2.9986, 7.7566], [-2.1738, -3.2598, 9.4931]],
  "total_charge": 1,
  "homo_lumo_gap_ev": 6.23,
  "spin_multiplicity": 1
}

No. 3
{
  "formula": "C22H28N4O5S",
  "method": "ωB97M-V with the def2-TZVPD basis set",
  "species": ["C", "C", "O", "C", "C", "C", "C", "N", "C", "C", "O", "N", "C", "C", "C", "C", "C", "O", "C", "O", "C", "C", "C", "O", "N", "C", "N", "C", "C", "S", "C", "C", "H", "H", "H", "H", "H", "H", "H", "H", "H", "H", "H", "H", "H", "H", "H", "H", "H", "H", "H", "H", "H", "H", "H", "H", "H", "H", "H", "H"],
  "xyz": [[-4.3813, -2.5791, 1.0006], [-4.7644, -1.3751, 1.8570], [-4.8218, -0.1716, 1.1192], [-3.6779, 0.4502, 0.7339], [-2.3873, 0.0685, 1.0854], [-1.3007, 0.7961, 0.6327], [-1.4852, 1.9138, -0.1642], [-0.3602, 2.6746, -0.5900], [0.2824, 3.4929, 0.4300], [1.4146, 2.7209, 1.1181], [1.3545, 2.3503, 2.2738], [2.4711, 2.5203, 0.3085], [3.5168, 1.5950, 0.6572], [3.2258, 0.1837, 0.0963], [4.1671, -0.8586, 0.7148], [3.3970, -1.3311, 1.9567], [1.9758, -0.7746, 1.7507], [1.9256, -0.2513, 0.4320], [0.1859, 2.5987, -1.8200], [1.2021, 3.2203, -2.1068], [-0.4775, 1.6651, -2.8092], [-0.0955, 0.2121, -2.4841], [-1.2890, -0.6021, -2.0664], [-2.4451, -0.2918, -2.2240], [-1.0012, -1.8061, -1.4500], [0.2038, -2.4187, -1.2724], [1.2892, -2.1909, -1.9195], [2.2992, -2.9933, -1.5069], [1.9923, -3.8706, -0.5219], [0.3401, -3.6952, -0.0569], [-2.7738, 2.3138, -0.4998], [-3.8557, 1.5844, -0.0626], [-4.4950, -3.4920, 1.5791], [-5.0275, -2.6269, 0.1278], [-3.3503, -2.5040, 0.6637], [-5.7822, -1.5039, 2.2361], [-4.0874, -1.2743, 2.7146], [-2.2058, -0.7903, 1.7126], [-0.3009, 0.4911, 0.8972], [-0.4643, 3.7741, 1.1739], [0.6922, 4.3848, -0.0529], [2.3838, 2.8094, -0.6622], [4.4706, 1.9515, 0.2626], [3.5614, 1.5542, 1.7480], [3.2674, 0.2107, -0.9973], [4.3151, -1.6830, 0.0184], [5.1356, -0.4286, 0.9601], [3.8333, -0.9358, 2.8720], [3.3879, -2.4176, 2.0245], [1.2038, -1.5442, 1.8210], [1.7502, 0.0208, 2.4714], [-1.5634, 1.7598, -2.7817], [-0.1208, 1.9423, -3.8009], [0.3463, -0.2800, -3.3524], [0.6503, 0.1613, -1.6882], [-1.8143, -2.2909, -1.0880], [3.2555, -2.8999, -1.9884], [2.6140, -4.6033, -0.0502], [-2.9207, 3.1927, -1.1096], [-4.8615, 1.8711, -0.3236]],
  "de_lowest_kcal_mol": 20.9,
  "homo_lumo_gap_ev": 8.93,
  "smiles": "CCOc1ccc(N(CC(=O)NC[C@H]2CCCO2)C(=O)CCC(=O)Nc2nccs2)cc1",
  "spin_multiplicity": 1
}

No. 4
{
  "formula": "C31H26N2NiOP2S2",
  "method": "ωB97M-V with the def2-TZVPD basis set",
  "species": ["Ni", "S", "P", "C", "P", "S", "C", "C", "C", "C", "C", "C", "C", "C", "C", "C", "C", "C", "C", "C", "C", "C", "C", "C", "C", "C", "C", "C", "C", "C", "H", "H", "H", "H", "H", "H", "H", "H", "H", "H", "H", "H", "H", "H", "H", "H", "H", "H", "H", "H", "N", "C", "C", "C", "N", "C", "C", "H", "H", "H", "H", "H", "H", "O", "C"],
  "xyz": [[-0.6616, 0.9562, -1.9566], [1.7727, 1.7726, -1.9103], [1.5106, 0.4975, -0.3896], [-0.1992, 0.3559, -0.1029], [-1.1281, -1.1159, -0.1795], [-2.3728, -0.9373, -1.7327], [-2.1745, -1.1622, 1.3057], [-2.2630, -0.0677, 2.1529], [-3.1528, -0.0950, 3.2115], [-3.9618, -1.2014, 3.4087], [-3.8977, -2.2793, 2.5391], [-3.0018, -2.2629, 1.4881], [-0.2852, -2.7355, -0.1915], [-0.4027, -3.5806, -1.2859], [0.2732, -4.7876, -1.2956], [1.0711, -5.1464, -0.2227], [1.1917, -4.2988, 0.8672], [0.5146, -3.0950, 0.8865], [2.2855, 1.2326, 1.0817], [1.6841, 1.1368, 2.3279], [2.2857, 1.7249, 3.4260], [3.4892, 2.3954, 3.2787], [4.0762, 2.5075, 2.0282], [3.4734, 1.9345, 0.9265], [2.4630, -1.0199, -0.7198], [3.4138, -1.5137, 0.1635], [4.0928, -2.6779, -0.1487], [3.8199, -3.3419, -1.3333], [2.8819, -2.8375, -2.2213], [2.1987, -1.6779, -1.9158], [-1.6445, 0.8011, 1.9716], [-3.2218, 0.7523, 3.8784], [-4.6623, -1.2183, 4.2313], [-4.5525, -3.1274, 2.6742], [-2.9451, -3.0894, 0.7913], [-1.0273, -3.2929, -2.1188], [0.1814, -5.4502, -2.1436], [1.6059, -6.0847, -0.2375], [1.8204, -4.5769, 1.7011], [0.6001, -2.4259, 1.7328], [0.7481, 0.6033, 2.4278], [1.8192, 1.6584, 4.3992], [3.9675, 2.8368, 4.1412], [5.0060, 3.0428, 1.9138], [3.9027, 2.0298, -0.0617], [3.6289, -0.9849, 1.0824], [4.8359, -3.0644, 0.5374], [4.3480, -4.2523, -1.5685], [2.6807, -3.3446, -3.1532], [1.4594, -1.2666, -2.5997], [-3.8391, 6.3546, -1.8429], [-3.1679, 5.1759, -1.8776], [-3.6923, 4.0083, -1.3100], [-2.9491, 2.8495, -1.3272], [-1.7285, 2.7666, -1.8680], [-1.2176, 3.8821, -2.4045], [-1.8893, 5.0813, -2.4408], [-4.8129, 6.3598, -1.5967], [-3.5097, 7.1190, -2.4057], [-4.6772, 4.0194, -0.8689], [-3.3511, 1.9394, -0.8984], [-0.2218, 3.8028, -2.8229], [-1.4410, 5.9463, -2.9049], [-0.5066, 1.5116, -4.7588], [-0.5427, 0.9556, -3.7591]],
  "s_squared": 2.018,
  "homo_lumo_gap_ev": [7.38, 7.44],
  "spin_multiplicity": 3
}

No. 5
{
  "formula": "C6H13N",
  "method": "ωB97M-V with the def2-TZVPD basis set",
  "species": ["C", "C", "N", "C", "C", "C", "C", "H", "H", "H", "H", "H", "H", "H", "H", "H", "H", "H", "H", "H"],
  "xyz": [[-0.9105, 0.3269, -2.9654], [-0.3076, -0.2020, -1.9034], [0.0181, 0.6630, -0.6176], [0.1552, -0.0466, 0.5863], [-1.1563, -0.6658, 1.0518], [1.3127, -1.0341, 0.6409], [0.5052, 1.3109, 1.6440], [-1.1757, 1.3791, -2.9922], [-1.1224, -0.2637, -3.8531], [-0.0418, -1.2578, -1.8869], [0.6488, 1.4296, -0.8314], [-1.3899, -1.5662, 0.4753], [-1.0989, -0.9411, 2.1092], [-1.9859, 0.0343, 0.9198], [1.4872, -1.3590, 1.6722], [2.2367, -0.5939, 0.2563], [1.0899, -1.9322, 0.0565], [-0.4373, 1.7588, 1.9627], [1.1365, 2.0666, 1.1728], [1.0361, 0.8932, 2.5022]],
  "de_lowest_kcal_mol": 34.7,
  "homo_lumo_gap_ev": 9.36,
  "smiles": "C=CNC(C)(C)C",
  "spin_multiplicity": 1
}

No. 6
{
  "formula": "C22H37BN6PtS3",
  "method": "ωB97M-V with the def2-TZVPD basis set",
  "species": ["Pt", "C", "C", "C", "C", "N", "C", "C", "N", "B", "N", "C", "C", "N", "C", "S", "C", "C", "C", "C", "N", "C", "C", "N", "C", "S", "C", "C", "C", "C", "C", "S", "H", "H", "H", "H", "H", "H", "H", "H", "H", "H", "H", "H", "H", "H", "H", "H", "H", "H", "H", "H", "H", "H", "H", "H", "H", "H", "H", "H", "H", "H", "H", "H", "H", "H", "C", "H", "H", "H"],
  "xyz": [[0.5638, 1.4958, -0.4349], [4.0443, -2.8617, -3.0783], [2.9258, -1.8292, -2.9947], [3.5246, -0.4261, -3.0380], [1.9339, -2.0752, -4.1295], [2.2038, -2.0095, -1.6724], [2.5695, -2.9086, -0.7025], [1.6531, -2.8323, 0.2932], [0.7157, -1.9020, -0.0638], [-0.4891, -1.5994, 0.8869], [-0.1412, -0.5932, 2.0300], [-0.9736, -0.5805, 3.1215], [-0.5145, 0.3488, 3.9896], [0.5958, 0.9312, 3.4281], [0.8041, 0.3413, 2.2286], [2.0736, 0.7846, 1.1052], [1.4221, 2.0094, 4.1102], [1.3218, 3.3034, 3.3046], [0.8449, 2.2518, 5.5022], [2.8591, 1.5145, 4.2551], [-1.8039, -1.2405, 0.1348], [-2.6264, -2.2778, -0.2411], [-3.6745, -1.7613, -0.9183], [-3.5026, -0.3955, -0.9666], [-2.3562, -0.0997, -0.3236], [-1.7217, 1.5104, -0.0745], [-4.4771, 0.5604, -1.6363], [-5.6455, -0.2487, -2.1908], [-5.0073, 1.5404, -0.5928], [-3.7658, 1.2585, -2.7940], [1.0849, -1.3858, -1.2509], [0.2044, -0.1029, -2.0308], [4.5367, -2.7397, -4.0415], [3.6643, -3.8832, -3.0326], [4.8009, -2.7136, -2.3064], [4.1385, -0.3330, -3.9336], [4.1664, -0.2553, -2.1714], [2.7562, 0.3418, -3.0782], [2.4604, -2.0005, -5.0808], [1.1313, -1.3384, -4.1472], [1.5022, -3.0746, -4.0589], [3.4190, -3.5575, -0.8029], [1.5763, -3.3942, 1.2085], [-0.7133, -2.6358, 1.4454], [-1.8079, -1.2558, 3.2048], [-0.8822, 0.6149, 4.9619], [0.2781, 3.5968, 3.1761], [1.8014, 3.2274, 2.3318], [1.8266, 4.0956, 3.8573], [-0.1778, 2.6296, 5.4667], [1.4544, 3.0156, 5.9816], [0.8899, 1.3600, 6.1284], [3.3614, 1.3882, 3.2972], [2.8898, 0.5715, 4.8027], [3.4270, 2.2514, 4.8226], [-2.4085, -3.2977, 0.0240], [-4.5250, -2.2545, -1.3474], [-6.1931, -0.7727, -1.4064], [-5.3302, -0.9567, -2.9584], [-6.3373, 0.4492, -2.6588], [-5.4864, 1.0067, 0.2292], [-5.7567, 2.1768, -1.0630], [-4.2316, 2.1902, -0.1931], [-3.3561, 0.5243, -3.4901], [-2.9698, 1.9176, -2.4563], [-4.4918, 1.8651, -3.3347], [2.2990, 2.4687, -1.0707], [3.2672, 2.0576, -0.7997], [2.1803, 3.4538, -0.6107], [2.1949, 2.5397, -2.1516]],
  "total_charge": 2,
  "homo_lumo_gap_ev": 6.07,
  "spin_multiplicity": 1
}